{"formula": "C41H56BCl2N13O2PbS3", "method": "ωB97M-V/def2-TZVPD", "species": ["N", "N", "H", "C", "H", "H", "H", "C", "H", "S", "C", "C", "H", "H", "C", "H", "N", "N", "H", "H", "H", "C", "N", "H", "H", "H", "C", "H", "C", "H", "H", "H", "C", "C", "C", "C", "H", "H", "Cl", "N", "C", "C", "C", "H", "H", "C", "C", "H", "Cl", "S", "H", "C", "C", "C", "H", "C", "C", "H", "H", "H", "H", "H", "N", "H", "N", "S", "H", "H", "H", "C", "H", "H", "H", "C", "C", "H", "C", "H", "H", "H", "H", "B", "H", "C", "N", "N", "H", "H", "N", "C", "H", "C", "C", "H", "H", "C", "O", "C", "H", "C", "H", "C", "O", "H", "H", "H", "N", "H", "C", "H", "C", "Pb", "C", "H", "C", "C", "C", "C", "N"], "coordinates": [[-0.617, -4.726, 1.692], [-3.070, -2.866, 2.807], [-6.075, -4.310, 5.635], [-0.652, 3.100, -0.542], [3.450, -3.857, -0.572], [3.779, -5.484, 0.073], [-3.547, -3.367, -4.559], [-2.872, -0.352, 3.988], [-1.808, -3.209, -4.862], [1.995, -1.870, 0.869], [-0.879, 6.820, 1.578], [-1.609, 4.553, 1.242], [-2.590, -4.772, -5.027], [0.528, 7.562, 0.135], [1.414, -5.760, 1.084], [3.682, 0.471, 1.217], [0.403, 1.754, -1.981], [-2.360, -3.421, -0.714], [-3.178, -6.159, -3.191], [-2.630, 1.740, 3.707], [0.605, 5.432, -1.143], [-3.648, -0.408, -0.774], [-1.950, -2.687, 0.183], [-6.620, -1.764, 3.890], [0.330, -8.169, 0.203], [-0.249, -8.778, 3.253], [3.090, 1.359, 1.334], [0.186, 3.489, -4.083], [-0.070, 6.716, 0.451], [-1.280, -7.524, -0.129], [-1.993, -6.329, 3.348], [-2.287, 5.811, 2.840], [4.080, -0.698, -1.931], [-0.658, -7.996, 0.631], [0.977, -0.860, -3.412], [1.109, 2.916, -3.996], [-3.120, -5.597, -1.512], [-0.904, 7.741, 2.146], [4.806, -1.339, -3.417], [3.533, 2.468, 1.917], [-2.589, -1.735, -2.514], [-1.803, -0.839, 3.133], [-0.598, -7.132, 1.897], [1.489, 2.676, -4.986], [-4.859, -4.606, 2.132], [-3.920, -1.168, 4.228], [-2.579, -3.854, -4.438], [-0.147, -3.991, -3.202], [4.109, 1.070, -1.881], [-4.394, -0.325, 0.571], [3.320, 4.928, 2.236], [0.236, -7.843, 2.971], [-4.972, -4.732, 3.208], [-5.257, -3.621, 5.423], [-6.368, -2.539, 2.322], [3.405, -4.491, 0.314], [-3.979, -2.468, 3.632], [1.959, -6.680, 0.919], [1.681, 5.010, 1.843], [-2.487, -7.863, 2.612], [-1.915, 1.028, -2.975], [-1.092, -8.968, 0.870], [2.405, 4.508, 2.357], [-2.458, -1.638, -3.585], [1.446, 2.697, 1.258], [-0.435, 0.057, 2.859], [-4.743, -0.822, 4.839], [0.448, -2.025, -5.153], [3.046, -1.028, -1.879], [-2.443, -2.995, -2.046], [-7.290, -3.363, 3.584], [-4.086, -5.249, 3.570], [4.664, -1.071, -1.097], [-1.654, 5.737, 1.966], [-0.027, 5.534, -0.272], [-3.708, 1.292, 5.058], [1.246, -3.353, 1.041], [-3.431, 1.608, -2.289], [-2.614, -6.340, 1.707], [-3.453, 0.586, -3.742], [-5.454, -2.696, 5.966], [-1.266, -2.600, 1.360], [4.055, -4.033, 1.059], [0.071, -5.811, 1.560], [1.829, 1.485, 0.919], [2.469, 3.235, 1.824], [1.818, 3.560, -3.475], [-2.183, 3.688, 1.542], [-2.008, -2.048, 2.553], [-3.291, -5.290, -2.542], [0.327, -7.224, 3.864], [1.227, -1.996, -4.389], [-2.794, 1.037, 4.525], [-4.336, -4.055, 5.815], [1.239, -8.082, 2.619], [-0.792, 4.438, 0.124], [-1.297, 2.118, -0.030], [-5.152, -3.391, 3.911], [2.183, -1.870, -4.897], [-6.432, -2.718, 3.396], [-0.633, -4.967, -1.814], [0.875, 1.660, -3.197], [0.647, -1.211, -2.228], [1.485, 0.528, -4.891], [-4.321, -4.937, -2.623], [-0.743, -5.643, -3.446], [-0.045, -3.522, 1.415], [1.232, -2.942, -3.849], [-3.031, -0.486, -1.937], [-1.939, 1.144, 5.193], [1.137, 0.430, -3.872], [-0.033, 0.079, -0.274], [-2.301, -4.201, -2.977], [-5.845, -5.358, 3.400], [-2.955, 0.766, -2.786], [-2.011, -6.900, 2.421], [2.004, -4.574, 0.824], [-0.868, -4.735, -2.854], [0.186, 3.060, -1.539]], "forces_ev_per_a": [[-0.01, 0.06, 0.01], [-0.02, 0.05, -0.05], [-0.03, -0.01, 0.01], [0.00, 0.34, -0.06], [-0.01, 0.00, -0.02], [0.02, -0.02, 0.01], [-0.06, -0.01, -0.01], [-0.03, -0.07, 0.00], [0.02, 0.05, 0.01], [0.10, -0.04, 0.07], [0.00, 0.00, 0.00], [0.00, -0.01, -0.02], [0.03, -0.01, 0.00], [0.01, 0.02, -0.01], [0.01, 0.05, -0.02], [0.05, -0.03, -0.01], [0.04, -0.18, -0.13], [-0.16, 0.18, 0.63], [0.00, -0.03, -0.02], [-0.01, 0.01, -0.01], [0.02, 0.00, -0.01], [0.15, -0.13, -0.12], [0.09, 0.14, -0.80], [-0.01, 0.03, 0.02], [0.03, -0.01, 0.00], [-0.01, -0.02, 0.00], [0.17, 0.11, 0.07], [0.00, 0.00, 0.00], [0.00, 0.02, 0.01], [-0.04, 0.05, -0.06], [0.00, 0.02, 0.03], [-0.01, 0.00, 0.02], [-0.05, -0.05, 0.03], [0.02, -0.01, 0.02], [0.02, -0.06, -0.07], [0.01, 0.02, 0.06], [0.01, -0.02, -0.01], [-0.01, 0.02, 0.01], [-0.01, 0.00, -0.01], [-0.01, -0.03, 0.01], [-0.11, -0.16, -0.03], [-0.03, 0.17, 0.17], [0.02, 0.05, -0.01], [0.01, 0.00, 0.00], [-0.02, 0.01, -0.03], [0.03, 0.02, -0.08], [0.04, -0.03, 0.00], [-0.19, -0.13, 0.13], [0.05, 0.01, -0.03], [0.03, -0.03, 0.14], [-0.07, 0.07, -0.09], [-0.02, 0.00, 0.00], [0.00, 0.01, -0.01], [0.00, -0.01, -0.02], [0.00, 0.00, -0.04], [-0.01, -0.02, 0.00], [0.02, 0.02, 0.02], [0.00, -0.02, 0.00], [0.08, 0.02, 0.00], [-0.02, -0.03, 0.01], [0.11, 0.04, -0.01], [-0.01, -0.02, 0.00], [-0.01, -0.01, 0.14], [-0.08, -0.01, -0.07], [-0.15, 0.03, -0.06], [0.15, -0.09, 0.04], [0.00, -0.02, 0.05], [-0.03, -0.03, -0.01], [0.05, 0.02, -0.01], [0.23, 0.19, -0.12], [-0.02, -0.01, 0.01], [0.03, -0.02, 0.02], [-0.06, 0.01, -0.01], [0.00, 0.01, 0.00], [-0.02, -0.02, -0.03], [-0.02, 0.01, 0.02], [0.26, -0.03, 0.03], [0.04, 0.01, 0.00], [-0.01, -0.01, -0.03], [-0.01, 0.01, 0.01], [-0.01, 0.03, 0.02], [-0.04, -0.41, 0.38], [0.01, 0.04, 0.01], [-0.02, 0.04, 0.01], [-0.02, -0.05, 0.17], [0.03, -0.11, -0.05], [0.01, 0.01, 0.01], [-0.01, -0.03, 0.02], [-0.18, -0.17, -0.11], [-0.03, 0.00, 0.02], [0.00, 0.01, 0.03], [0.05, 0.00, 0.02], [0.03, -0.04, 0.01], [0.02, -0.02, 0.01], [0.03, -0.01, -0.01], [0.02, -0.03, 0.02], [0.06, -0.24, 0.04], [0.00, 0.01, -0.01], [0.01, 0.02, -0.04], [0.00, -0.02, 0.01], [0.03, -0.07, 0.08], [-0.07, -0.03, -0.03], [-0.04, 0.06, 0.17], [0.00, 0.00, -0.02], [-0.04, 0.02, -0.01], [-0.01, -0.04, -0.02], [-0.11, 0.01, 0.02], [0.13, 0.15, -0.10], [0.00, 0.12, 0.34], [0.02, 0.00, 0.01], [0.01, 0.01, -0.01], [-0.56, 0.47, -0.68], [0.12, -0.07, 0.00], [-0.02, -0.02, 0.00], [0.02, 0.02, -0.05], [0.01, 0.00, 0.00], [-0.05, -0.07, 0.02], [0.04, 0.04, -0.03], [-0.01, -0.12, 0.07]], "gap_ha": 0.1975, "total_energy_ev": -130364.50513, "mol_weight_g_mol": 1148.11, "multiplicity": 1, "de_lowest_kcal_mol": 61.0}



{"formula": "C41H56BInN11O3S3", "method": "ωB97M-V/def2-TZVPD", "species": ["H", "C", "C", "H", "H", "C", "H", "H", "B", "H", "H", "C", "H", "H", "N", "H", "C", "C", "H", "C", "H", "C", "N", "S", "H", "H", "C", "H", "C", "H", "H", "C", "C", "H", "C", "H", "N", "H", "O", "H", "C", "C", "C", "H", "H", "S", "N", "H", "C", "H", "N", "H", "H", "C", "C", "H", "H", "C", "C", "N", "H", "C", "H", "C", "H", "H", "H", "H", "C", "C", "H", "In", "H", "H", "N", "S", "H", "C", "C", "H", "C", "C", "H", "O", "C", "N", "C", "H", "C", "C", "H", "H", "H", "O", "N", "H", "C", "H", "C", "C", "H", "H", "C", "H", "H", "C", "C", "H", "C", "H", "N", "H", "H", "N", "H", "C"], "coordinates": [[2.051, -6.813, -1.803], [0.969, 1.330, 2.508], [4.473, -2.736, 1.334], [1.951, 4.376, 3.545], [-4.790, -1.327, -1.355], [5.058, 5.688, 3.021], [1.182, -5.838, -3.020], [0.426, -4.713, -4.785], [0.480, -1.501, -1.431], [-1.910, -1.526, 1.000], [0.422, 4.233, -2.185], [2.408, 0.598, -3.735], [6.966, 5.030, 3.762], [4.545, 1.978, -5.037], [-1.430, -0.641, 1.336], [4.346, -4.088, -4.308], [4.674, -0.467, -3.748], [0.834, 2.265, -3.003], [2.556, -1.895, -4.830], [0.620, 2.865, 0.832], [2.348, 2.614, -4.469], [-3.140, -2.506, -2.099], [1.974, -3.441, -2.055], [2.006, -1.151, 0.756], [0.052, -2.455, -5.854], [4.768, -4.599, -0.562], [6.217, 4.905, 2.984], [2.578, -4.217, -4.565], [-2.998, -3.148, -3.330], [3.880, -2.858, 2.265], [-0.824, 1.605, -0.123], [1.916, 1.890, -3.794], [-0.912, -2.838, -6.251], [4.904, 0.686, -6.233], [-1.733, -3.256, -3.930], [-3.279, -5.220, -5.317], [1.193, 5.201, 1.010], [3.055, 7.220, 2.665], [1.242, -0.252, 1.474], [4.937, 6.402, 3.832], [0.210, 1.313, -2.127], [2.136, -6.357, -2.814], [3.587, -2.963, 0.129], [1.816, 2.048, 4.348], [5.550, 3.120, 0.169], [-2.063, -1.285, -0.231], [0.527, 1.582, 1.258], [5.488, -0.890, -4.376], [6.407, 3.971, 1.962], [-3.882, -3.540, -3.809], [-0.743, -0.883, 2.485], [-3.552, -3.611, -6.104], [-2.610, -4.882, -6.946], [-1.516, -3.898, -5.309], [2.445, -2.180, -0.135], [-0.720, -3.268, -7.258], [4.894, -1.709, 1.300], [3.480, -4.785, -4.272], [1.757, 6.346, 1.466], [1.832, -0.266, -2.872], [-0.350, -5.549, -6.162], [4.264, 4.618, 1.018], [4.549, -6.674, -1.552], [1.573, 3.611, 2.876], [0.256, 3.024, -0.179], [3.313, 1.510, -6.280], [5.097, 0.352, -3.128], [2.261, -7.174, -3.557], [0.354, 3.704, -3.159], [-2.819, -4.431, -5.952], [8.387, 3.447, 2.635], [0.000, 0.000, 0.000], [-5.297, -2.872, -2.119], [-1.247, -1.220, 3.317], [2.917, 6.349, 2.168], [-0.970, 1.870, -1.375], [-2.173, 0.099, 1.499], [4.105, 1.127, -5.599], [7.628, 3.101, 1.925], [0.885, 0.296, 2.831], [4.612, -6.192, -2.552], [5.422, 3.836, 0.979], [2.131, -0.727, -6.126], [1.217, -0.899, 3.571], [3.531, 0.066, -4.632], [1.691, -2.428, -1.231], [1.488, 2.301, 3.346], [3.547, 4.505, 0.212], [3.065, -4.246, -1.867], [3.329, -5.383, -2.861], [-0.945, -5.845, -4.484], [4.313, -1.271, -3.071], [8.078, 3.118, 0.927], [1.194, 7.419, 1.236], [-0.770, -2.122, -2.081], [3.742, -1.534, -6.132], [1.154, 3.912, 1.582], [3.641, -5.585, -5.026], [-1.985, -1.975, -1.483], [4.060, 5.532, 2.053], [0.512, 5.380, 0.282], [0.956, 4.281, -3.893], [2.959, -1.091, -5.479], [4.755, -7.000, -3.303], [-4.530, -2.900, -0.495], [3.895, -3.994, -0.760], [-4.519, -2.396, -1.485], [-0.698, 3.716, -3.514], [0.605, -0.681, 2.539], [-1.608, -1.979, -6.364], [0.787, -0.028, -2.075], [5.510, -5.538, -2.586], [5.319, -3.454, 1.368], [-0.658, -2.740, -3.262], [7.361, 2.071, 2.182], [-0.540, -5.074, -5.175]], "forces_ev_per_a": [[0.08, 0.20, -0.57], [-0.97, 5.95, 0.90], [0.01, 0.13, 0.15], [0.04, 0.04, -0.22], [0.11, -0.62, 0.13], [0.28, -0.48, 0.03], [0.51, -0.20, 0.08], [-0.40, -0.21, -0.07], [0.20, -0.66, -0.98], [-0.15, -3.21, 6.17], [-0.23, -0.17, -0.54], [-1.10, -1.71, 1.69], [-0.09, -0.03, -0.17], [-0.22, -0.40, -0.38], [0.66, 6.77, 11.88], [-0.47, -0.39, -0.01], [0.24, -0.26, 0.39], [1.13, -0.40, -0.39], [0.21, 0.47, -0.30], [0.57, 0.08, 0.34], [-0.06, 0.01, 0.00], [-0.59, -1.79, -2.30], [1.46, -1.95, -1.12], [12.40, -1.26, 0.70], [-0.59, -0.23, -0.18], [0.06, 0.00, -0.08], [-0.58, 0.16, -0.40], [0.41, -0.24, 0.19], [-0.15, 0.55, 1.20], [0.37, 0.31, -0.47], [-0.70, 1.31, 1.61], [-0.69, 1.16, -0.09], [0.28, 0.44, -0.16], [-0.53, 0.17, 0.50], [1.32, 0.93, 1.53], [0.18, 0.45, -0.40], [-0.46, -2.12, -0.54], [-0.05, -0.05, -0.29], [-6.79, 3.85, 8.48], [-0.10, -0.03, -0.13], [8.74, -1.91, -5.70], [-0.42, -0.26, 0.09], [1.70, -2.43, -0.74], [-0.11, -0.06, -0.12], [0.02, 0.13, 0.13], [-6.66, 5.01, -2.95], [-0.10, 7.06, 1.79], [-0.49, 0.31, 0.32], [-0.12, -0.01, 0.03], [0.00, 0.01, -0.15], [0.43, -0.87, 2.20], [0.33, -0.51, 0.07], [0.02, 0.33, 0.68], [0.33, -0.08, -0.43], [2.90, -10.50, -9.52], [-0.18, 0.20, 0.62], [-0.34, -0.54, 0.24], [0.00, 0.19, -0.40], [-0.56, 2.94, -0.06], [2.51, 0.13, -2.49], [-0.21, 0.30, 0.55], [0.22, -0.28, -0.12], [0.11, 0.26, -0.56], [0.20, -0.06, 0.29], [0.58, 0.58, 0.60], [0.50, -0.16, 0.38], [-0.17, -0.48, -0.31], [-0.03, 0.47, 0.42], [-0.32, -0.06, 0.23], [-0.35, 0.12, 0.28], [-0.15, -0.09, -0.10], [-1.15, -1.29, -3.58], [0.66, 0.27, 0.31], [0.88, 0.16, -0.37], [0.48, -0.37, 0.56], [-11.21, 3.35, 0.82], [0.71, -0.79, 0.17], [-0.20, 0.36, 0.06], [0.24, 0.03, 0.03], [1.54, 10.90, 4.68], [0.19, 0.17, 0.34], [-0.27, 0.54, 0.48], [0.48, -0.21, 0.32], [0.39, -3.21, 0.99], [0.26, -0.51, -0.17], [0.22, -1.37, -1.60], [-0.38, 0.07, -0.60], [-0.03, 0.10, 0.15], [-2.12, 1.90, 0.04], [-0.27, -0.20, -0.42], [0.29, 0.39, -0.40], [0.17, 0.51, -0.38], [-0.05, -0.14, 0.14], [0.26, -0.98, 0.10], [-0.51, -0.97, -1.96], [-0.40, 0.35, 0.38], [0.09, 0.18, 0.10], [-0.05, 0.41, 0.47], [-0.81, -7.46, -13.37], [0.48, -0.25, 0.16], [0.05, 0.09, 0.27], [-0.26, -0.65, 0.51], [-0.36, -0.41, -0.12], [-0.22, 0.57, 0.42], [-0.07, 0.44, -0.46], [-0.28, 1.30, 1.18], [0.01, 0.11, 0.16], [0.52, 0.15, 0.34], [-3.40, -8.96, 3.98], [0.41, -0.45, 0.01], [0.92, 0.51, -3.35], [-0.46, -0.42, 0.06], [-0.61, 0.36, -0.22], [-0.66, -0.69, -1.69], [0.14, 0.07, -0.10], [0.36, -0.30, 0.13]], "gap_ha": [0.2108, 0.1835], "total_energy_ev": -104277.07024, "mol_weight_g_mol": 972.80, "multiplicity": 1, "charge": 1}